[1]
C11H31Br2Mn2N9O26S2 as an isolated structure at a distorted geometry. Source: the OMol25 dataset; level of theory: ωB97M-V/def2-TZVPD.

total energy = -302929.7427 eV
⟨S²⟩ = 30.01
Kohn-Sham gap (alpha / beta) = 5.2437 / 5.2246 eV
F_max = 3.4 eV/Å
LUMO energy (alpha / beta) = -0.087 / -0.092 Ha

```
! wB97M-V def2-TZVPD RIJCOSX def2/J DEFGRID3
* xyz 0 11
Mn -1.53 -2.27 0.66
Mn 0.61 2.03 -1.54
S -0.63 -4.72 -0.03
O -1.53 -5.81 -0.35
O -0.92 -3.47 -0.81
O -0.89 -4.16 1.34
O 0.75 -5.17 -0.23
S -0.28 -0.21 -0.37
O -1.72 -0.51 -0.27
O 0.27 -1.35 0.30
O 0.16 0.05 -1.75
O -0.01 1.11 0.23
Br 2.05 -2.83 3.41
C 2.85 -2.95 1.65
C 4.29 -3.43 1.77
Br 5.14 -3.48 0.00
H 2.95 -1.97 1.18
H 2.22 -3.59 1.03
H 4.40 -4.41 2.21
H 4.84 -2.71 2.38
C 2.10 0.57 2.56
N 1.13 1.35 3.39
O 0.91 2.51 3.08
O 0.55 0.75 4.28
H 2.49 1.25 1.82
H 1.50 -0.23 2.14
H 2.85 0.23 3.27
C -4.18 0.76 -0.84
N -4.07 0.87 -2.31
O -3.44 1.77 -2.85
O -4.58 -0.03 -2.95
H -5.18 1.02 -0.49
H -3.48 1.46 -0.40
H -4.06 -0.27 -0.53
C 1.99 -2.93 -2.01
N 3.22 -2.60 -2.79
O 3.60 -1.44 -2.84
O 3.75 -3.52 -3.36
H 1.96 -4.00 -1.79
H 1.20 -2.73 -2.72
H 1.94 -2.36 -1.09
C -2.31 4.74 -2.84
N -2.18 3.85 -1.67
O -1.28 3.02 -1.61
O -3.01 3.94 -0.80
H -2.06 5.76 -2.54
H -3.32 4.66 -3.22
H -1.59 4.50 -3.63
C 1.36 5.53 1.20
N 1.05 4.91 -0.12
O 1.16 3.69 -0.18
O 0.71 5.67 -1.00
H 1.71 4.74 1.86
H 0.51 6.03 1.65
H 2.17 6.22 0.98
C -1.81 -2.21 -3.67
N -2.67 -2.32 -4.88
O -3.33 -3.33 -5.00
O -2.63 -1.42 -5.70
H -2.38 -2.76 -2.92
H -1.72 -1.17 -3.37
H -0.83 -2.66 -3.79
C -1.46 -2.41 4.86
N -2.08 -2.01 3.58
O -3.19 -2.42 3.35
O -1.38 -1.40 2.77
H -0.73 -1.66 5.16
H -0.98 -3.36 4.62
H -2.22 -2.47 5.63
C 4.59 1.13 -2.30
N 3.80 1.02 -1.03
O 2.63 1.41 -0.99
O 4.37 0.58 -0.07
H 3.95 0.70 -3.07
H 5.49 0.55 -2.13
H 4.76 2.19 -2.46
C -2.02 2.14 2.78
N -3.44 1.91 2.58
O -3.82 0.77 2.37
O -4.19 2.88 2.62
H -1.81 3.06 3.33
H -1.47 2.10 1.84
H -1.62 1.35 3.42
*
```

=====

[2]
C5H11BrO2Si as an isolated structure at a distorted geometry. Source: the OMol25 dataset; level of theory: ωB97M-V/def2-TZVPD.

total energy = -87376.5863 eV
Kohn-Sham gap = 9.6599 eV
F_max = 3.5 eV/Å
energy above the lowest of the compared OMol25 structures with the same formula, charge and spin = 203.21 kJ/mol
LUMO energy = 0.022 Ha

```
! wB97M-V def2-TZVPD RIJCOSX def2/J DEFGRID3
* xyz 0 1
C -0.07 0.09 0.21
C -1.27 -0.20 -0.62
C -0.35 0.95 1.40
C -1.14 0.11 -2.07
C 2.19 0.54 -0.02
O 0.93 0.69 -0.62
O -1.21 -1.88 -0.46
Si -0.05 -1.86 0.66
Br -2.99 0.19 0.27
H 0.56 1.33 1.75
H -0.76 0.43 2.36
H -0.95 1.75 1.14
H -1.98 -0.43 -2.52
H -0.18 -0.14 -2.43
H -1.26 1.24 -2.12
H 2.70 -0.52 -0.01
H 2.14 0.93 1.03
H 2.84 1.20 -0.54
H 1.27 -2.48 0.50
H -0.42 -1.94 2.11
*
```

=====

[3]
A 9-piece molecular cluster, C7H27O8 overall at a distorted geometry. Source: the OMol25 dataset; level of theory: ωB97M-V/def2-TZVPD.

total energy = -24068.5470 eV
⟨S²⟩ = 0.75
Kohn-Sham gap (alpha / beta) = 6.0890 / 2.0773 eV
F_max = 6.3 eV/Å
LUMO energy (alpha / beta) = -0.096 / -0.244 Ha

```
! wB97M-V def2-TZVPD RIJCOSX def2/J DEFGRID3
* xyz 0 2
C -1.56 -2.71 1.10
O -2.21 -3.72 0.82
C -1.78 -1.87 2.32
C -2.08 -0.30 2.07
C -1.63 0.46 3.27
C -0.06 0.61 3.48
C 0.48 1.38 2.25
C 0.25 2.70 2.05
H 0.88 -4.34 -1.00
H -0.84 -2.27 0.43
H -2.56 -2.17 3.05
H -0.86 -1.90 2.91
H -3.05 -0.13 1.78
H -1.37 -0.11 1.17
H -1.94 1.46 3.26
H -2.10 -0.02 4.06
H -0.08 1.27 4.31
H 0.56 -0.23 3.53
H 0.95 0.63 1.65
H 0.87 3.23 1.31
H -0.14 3.50 2.69
H 1.60 0.99 -3.78
H 0.43 0.09 -4.13
O 0.80 0.97 -4.42
H 0.15 -1.57 -2.57
H 1.44 -0.59 -2.56
O 0.91 -1.41 -3.06
H 0.26 -3.92 -1.09
H 1.44 -0.96 -0.42
O 1.74 -0.82 0.42
H -0.65 1.74 -2.74
H 0.04 2.77 -3.58
O -0.47 2.73 -2.79
H 2.76 2.77 -0.15
H 2.47 -0.17 0.23
O 3.38 2.05 -0.41
H 3.26 0.14 -2.43
H 3.02 1.80 -1.32
O 2.35 0.46 -2.37
H -2.17 -1.37 -2.43
H -1.96 -0.26 -3.64
O -2.52 -0.93 -3.29
*
```

=====

[4]
An isolated molecule of C31H36N2O4S at a distorted geometry. Source: the OMol25 dataset; level of theory: ωB97M-V/def2-TZVPD.

total energy = -54733.7835 eV
Kohn-Sham gap = 7.8840 eV
F_max = 3.0 eV/Å
energy above the lowest of the compared OMol25 structures with the same formula, charge and spin = 0.00 kJ/mol
LUMO energy = 0.018 Ha

```
! wB97M-V def2-TZVPD RIJCOSX def2/J DEFGRID3
* xyz 0 1
C -6.81 -2.32 2.48
C -7.10 -1.89 1.01
C -5.98 -0.88 0.65
N -4.98 -1.00 1.71
C -3.79 -0.31 1.68
C -3.70 0.87 0.90
C -2.47 1.49 0.73
C -1.28 0.84 1.09
C -0.03 1.43 0.57
C 1.26 0.76 0.86
C 1.41 -0.62 0.64
C 2.64 -1.25 0.79
C 3.72 -0.57 1.37
N 4.96 -1.18 1.50
C 5.60 -1.48 2.78
C 6.84 -2.35 2.47
C 6.88 -2.54 0.94
C 5.64 -1.80 0.38
C 3.54 0.78 1.77
C 2.36 1.43 1.43
C -1.39 -0.25 1.99
C -2.64 -0.79 2.31
C -5.34 -1.96 2.73
H -7.43 -1.73 3.16
H -6.99 -3.39 2.63
H -7.02 -2.76 0.34
H -8.08 -1.41 0.91
H -5.57 -1.09 -0.35
H -6.38 0.15 0.59
H -4.59 1.29 0.44
H -2.45 2.47 0.27
H -0.03 2.52 0.65
H 0.55 -1.21 0.34
H 2.79 -2.29 0.51
H 5.88 -0.55 3.28
H 4.92 -2.01 3.46
H 7.76 -1.86 2.84
H 6.72 -3.33 2.96
H 7.80 -2.08 0.52
H 6.83 -3.60 0.66
H 4.97 -2.48 -0.18
H 5.94 -1.02 -0.34
H 4.35 1.27 2.28
H 2.28 2.48 1.69
H -0.53 -0.68 2.49
H -2.73 -1.64 2.97
H -5.18 -1.55 3.74
H -4.69 -2.85 2.68
C 4.71 1.68 -1.76
C 3.54 2.61 -1.89
O 2.34 1.89 -1.52
C 1.28 2.68 -1.26
C -0.01 1.90 -1.27
S -1.15 2.94 -2.28
C -2.02 1.63 -3.21
C -2.02 1.59 -4.61
C -2.72 0.60 -5.28
C -3.39 -0.40 -4.59
C -3.25 -0.44 -3.21
C -2.55 0.54 -2.54
O -2.03 3.64 -1.39
O -0.50 3.59 -3.41
O 1.31 3.88 -0.95
H 5.61 2.16 -2.16
H 4.92 1.40 -0.72
H 4.58 0.75 -2.34
H 3.66 3.47 -1.24
H 3.43 2.92 -2.93
H 0.10 0.97 -1.95
H -1.47 2.31 -5.19
H -2.76 0.59 -6.37
H -3.95 -1.18 -5.11
H -3.71 -1.25 -2.64
H -2.39 0.48 -1.47
*
```

=====

[5]
A 2-piece molecular cluster, C6H10FN3O6S overall at a distorted geometry. Source: the OMol25 dataset; level of theory: ωB97M-V/def2-TZVPD.

total energy = -36688.2477 eV
Kohn-Sham gap = 7.8765 eV
F_max = 1.4 eV/Å
LUMO energy = -0.015 Ha

```
! wB97M-V def2-TZVPD RIJCOSX def2/J DEFGRID3
* xyz 0 1
C -1.46 -2.55 0.43
C -1.40 -1.58 -0.47
N -0.86 -0.30 -0.09
C 0.23 0.21 -0.54
N 0.74 1.44 -0.19
C 2.19 1.19 -0.18
S 3.18 2.65 0.06
O 3.47 2.76 1.44
O 2.65 3.74 -0.67
F 4.47 2.14 -0.66
C 2.37 0.36 -1.45
N 1.12 -0.40 -1.39
O 0.62 -0.94 -2.56
H -0.66 -2.72 1.13
H -2.35 -3.17 0.49
H -1.69 -1.66 -1.51
H -1.45 0.26 0.60
H 0.36 1.79 0.69
H 2.41 0.51 0.64
H 3.20 -0.33 -1.35
H 2.45 0.92 -2.39
H 0.80 -1.89 -2.50
C -3.68 -0.50 1.94
O -3.59 -1.71 2.18
O -4.88 0.11 2.28
O -2.83 0.28 1.43
H -5.39 -0.61 2.65
*
```

=====

[6]
A 17-piece molecular cluster, H33O17 overall at a distorted geometry. Source: the OMol25 dataset; level of theory: ωB97M-V/def2-TZVPD.

total energy = -35344.2433 eV
Kohn-Sham gap = 9.1390 eV
F_max = 3.1 eV/Å
energy above the lowest of the compared OMol25 structures with the same formula, charge and spin = 308.16 kJ/mol
LUMO energy = 0.089 Ha

```
! wB97M-V def2-TZVPD RIJCOSX def2/J DEFGRID3
* xyz -1 1
O -1.50 1.64 1.33
H -0.67 1.25 1.11
H -1.73 2.36 0.74
O -2.46 5.93 1.39
H -2.68 5.46 0.56
H -1.53 6.16 1.41
O -1.05 2.76 -2.96
H -1.12 1.91 -2.39
H -1.67 2.73 -3.69
O -0.88 -4.57 3.29
H -1.70 -5.09 3.22
H -0.83 -4.05 2.45
O 2.28 -1.95 2.68
H -0.42 -3.87 0.29
O 3.22 2.29 -0.27
H 2.42 -0.48 -0.59
H 2.26 1.99 -0.33
O -3.90 0.71 -3.68
H 1.60 -4.33 -2.08
H -3.04 0.42 -3.99
O 4.29 -2.03 0.33
H 4.32 -1.27 0.93
H 1.83 -2.74 2.36
O 1.10 -4.03 -1.33
H -3.85 0.98 -2.76
H -1.20 -2.45 0.65
O -0.61 -0.16 -1.94
H 0.04 -0.85 -2.08
H 1.38 -3.35 -0.72
O 1.18 3.27 -2.24
H 0.92 2.63 -2.91
H -0.15 0.37 -1.16
O -0.52 -3.10 0.87
H -4.31 1.19 3.33
H -2.98 -3.28 -2.63
O 0.62 1.43 -0.48
H 0.56 1.75 0.41
H 2.87 -2.11 3.42
O 3.39 1.61 2.69
H 3.21 1.31 1.76
H 3.90 2.39 2.47
O 1.59 -0.97 -0.69
H 1.06 -0.11 -0.65
H 3.34 -2.27 0.34
O -3.43 -3.23 -1.75
H 0.96 2.55 -1.48
H -2.77 -2.78 -1.21
O -3.71 0.47 3.49
H -2.88 0.93 3.66
H 3.24 2.58 -1.21
*
```

=====

For each record above, in turn, the calculated M values are 1039.22, 211.13, 239.28, 532.71, 271.23, 305.25 g mol⁻¹.